The following is a quantum chemistry calculation of 2 unconnected molecules or ions with the total composition C6H13NO, from OMol25.

Geometry (Å):
C -0.34 -0.82 -3.37
C 0.03 -0.22 -2.08
C -0.85 0.31 -1.19
C -0.61 0.69 0.21
C 0.51 1.03 0.85
N 0.52 1.44 2.18
C 1.62 0.88 2.99
H 0.19 -0.41 -4.24
H -0.21 -1.91 -3.57
H -1.39 -0.74 -3.71
H 1.10 -0.02 -2.03
H -1.90 0.07 -1.38
H -1.59 0.71 0.71
H 1.47 1.16 0.33
H -0.42 1.31 2.53
H 1.43 1.17 4.06
H 2.56 1.30 2.65
H 1.68 -0.20 2.86
O -1.49 -2.24 0.78
H -1.22 -1.82 -0.04
H -1.09 -1.68 1.46

Results
HOMO: -0.2859 Eh
structure (SMILES): C/C=C/C=C/NC.O
E: -9968.6335 eV
relative energy (zero: lowest compared OMol25 entry of this formula, charge and spin): 2.5409 eV
largest force on an atom: 2.8 eV/A